Here is a 2-piece molecular cluster, C10H24Si2 overall at a distorted geometry from OMol25. Energies are from the ωB97M-V functional and the def2-TZVPD basis.

Last columns: bonded neighbours and bond lengths (Å).
Positions of all 36 atoms, in Å:
1 C 3.9100 -0.1483 0.0532  C2 1.315, C3 1.587, H13 1.103
2 C 2.8031 0.0753 0.7267  C1 1.315, H14 1.085
3 C 5.3076 0.1133 0.7584  C1 1.587, H15 1.143, H16 1.085, H17 1.107
4 C -2.8171 -2.2854 0.6259  C9 1.497, H18 1.148, H19 1.093, H20 1.050
5 C 0.1979 -0.9351 -2.5109  Si11 1.937, H21 1.078, H22 1.040, H23 1.112
6 C -1.6456 1.6561 1.8533  Si12 1.939, H24 1.124, H25 1.112, H26 1.089
7 C 0.0649 2.8485 -1.0385  Si12 2.111, H27 1.100, H28 1.081, H29 1.105
8 C -2.9691 1.7777 -1.0031  Si12 1.928, H30 1.040, H31 1.073, H32 1.127
9 C -1.4666 -2.2454 1.2696  C4 1.497, C10 1.560, H33 1.117, H34 1.133
10 C -0.2824 -2.1109 0.2636  C9 1.560, Si11 1.911, H35 1.208, H36 1.032
11 Si -0.1568 -0.4481 -0.6700  C5 1.937, C10 1.911, Si12 2.408
12 Si -1.3027 1.5780 -0.0535  C6 1.939, C7 2.111, C8 1.928, Si11 2.408
13 H 3.8925 -0.5700 -0.9654  C1 1.103
14 H 2.9464 0.5594 1.6866  C2 1.085
15 H 5.8248 -0.8938 0.9141  C3 1.143
16 H 5.2224 0.5180 1.7617  C3 1.085
17 H 5.8901 0.7943 0.1082  C3 1.107
18 H -2.9780 -3.1932 -0.0583  C4 1.148
19 H -3.5266 -2.4832 1.4334  C4 1.093
20 H -2.9424 -1.3901 0.0921  C4 1.050
21 H 1.2230 -1.1028 -2.7993  C5 1.078
22 H -0.5084 -1.6312 -2.8231  C5 1.040
23 H -0.0108 -0.0434 -3.1416  C5 1.112
24 H -0.6390 2.0386 2.1760  C6 1.124
25 H -2.4070 2.4459 2.0375  C6 1.112
26 H -1.9472 0.7108 2.3007  C6 1.089
27 H -0.5547 3.6624 -1.4435  C7 1.100
28 H 0.9456 3.2426 -0.5514  C7 1.081
29 H 0.3398 2.3044 -1.9596  C7 1.105
30 H -3.7210 1.8646 -0.2903  C8 1.040
31 H -3.0819 2.5557 -1.7333  C8 1.073
32 H -3.1410 0.7624 -1.4605  C8 1.127
33 H -1.3999 -1.5074 2.1060  C9 1.117
34 H -1.3987 -3.2032 1.8711  C9 1.133
35 H -0.2303 -3.1246 -0.3910  C10 1.208
36 H 0.5590 -2.1916 0.8553  C10 1.032

Values from the calculation:
energy relative to the best compared isomer or geometry (same formula, charge and spin) = 4.892 eV
F_max = 3.6 eV/A
energy = -26509.5079 eV
HOMO level (alpha / beta) = -7.905 / -6.627 eV
HOMO-LUMO gap (alpha / beta) = 7.89 / 6.44 eV